# 1
Density functional theory data (ωB97M-V/def2-TZVPD) for a molecular structure, C29H41BCl2CrN8O3S3.

For the HOMO-LUMO gap (spin up / spin down), the calculation gives 6.8 / 7.6 eV. The LUMO energy (spin up / spin down) comes out at 0.01 / -0.07 eV. As for the spin multiplicity: 5. The HOMO energy (spin up / spin down) comes out at -0.2494 / -0.2828 hartree. The energy above the lowest of the compared OMol25 structures with the same formula, charge and spin comes out at 0.0 kcal/mol.

Cartesian coordinates (Å):
Cr 0.4556 0.6078 0.5117
C 2.9045 -2.1093 2.5057
C 2.7264 -3.4424 1.7842
C 4.0315 -4.2284 1.8925
C 1.6067 -4.2838 2.3974
N 2.4303 -3.1864 0.3423
C 3.2670 -3.5538 -0.6986
C 2.7016 -3.1140 -1.8363
N 1.5300 -2.4709 -1.5138
B 0.7521 -1.7311 -2.6349
N -0.7750 -1.7030 -2.3628
C -1.4770 -2.8765 -2.5341
C -2.7589 -2.6537 -2.2044
N -2.8603 -1.3236 -1.8269
C -1.6242 -0.7493 -1.9166
S -1.2195 0.8738 -1.5492
C -4.1333 -0.6794 -1.3863
C -3.9913 -0.2170 0.0618
C -5.2623 -1.7066 -1.4549
C -4.4774 0.4766 -2.3241
N 1.3218 -0.3323 -2.9702
C 0.9687 0.2186 -4.1811
C 1.4169 1.4834 -4.2061
N 2.0627 1.7228 -3.0031
C 1.9777 0.5973 -2.2465
S 2.6124 0.3279 -0.6596
C 2.5482 3.1128 -2.6990
C 1.3115 3.9784 -2.4573
C 3.4683 3.2016 -1.4870
C 3.3366 3.6044 -3.9160
C 1.3720 -2.5140 -0.1783
S 0.0500 -1.8220 0.6942
H 3.1556 -2.3008 3.5504
H 1.9927 -1.5185 2.4697
H 3.7139 -1.5353 2.0508
H 4.2174 -4.4193 2.9487
H 4.8802 -3.6658 1.5020
H 3.9707 -5.1929 1.3869
H 1.8507 -4.4950 3.4396
H 1.5122 -5.2328 1.8663
H 0.6527 -3.7651 2.3582
H 4.1768 -4.1006 -0.5533
H 3.0331 -3.1973 -2.8553
H 0.9060 -2.4060 -3.6257
H -0.9952 -3.7726 -2.8824
H -3.5943 -3.3244 -2.2177
H -3.7345 -1.0600 0.7069
H -4.9392 0.2063 0.3986
H -3.2174 0.5385 0.1480
H -5.0889 -2.5503 -0.7857
H -5.4196 -2.0750 -2.4695
H -6.1793 -1.2132 -1.1349
H -3.7124 1.2480 -2.2980
H -5.4290 0.9129 -2.0163
H -4.5792 0.1137 -3.3486
H 0.4188 -0.3424 -4.9154
H 1.3178 2.2304 -4.9686
H 0.7789 3.6343 -1.5715
H 0.6318 3.9483 -3.3113
H 1.6184 5.0124 -2.2930
H 2.9400 2.9956 -0.5628
H 3.8402 4.2272 -1.4505
H 4.3179 2.5246 -1.5658
H 2.7229 3.7149 -4.8083
H 4.1616 2.9262 -4.1405
H 3.7510 4.5848 -3.6847
N -3.6058 1.4757 6.3741
C -3.9668 1.7574 5.0919
O -5.0386 2.2378 4.7929
C -2.9439 1.4089 4.0448
C -2.8935 2.1717 2.8884
C -1.9431 1.8682 1.9328
N -1.0856 0.8509 2.0675
C -1.1509 0.1043 3.1699
C -2.0583 0.3502 4.1836
H -4.2263 1.7969 7.0986
H -2.6409 1.3287 6.6120
H -3.5806 2.9935 2.7467
H -1.8470 2.4546 1.0278
H -0.4483 -0.7167 3.2333
H -2.0771 -0.2954 5.0513
Cl 0.4574 3.2249 4.1361
C 1.6583 3.0239 2.8334
Cl 2.2957 1.3621 2.8517
C 1.0341 3.4780 1.4843
O 0.9448 4.6869 1.3697
O 0.6841 2.5962 0.6370
H 2.4864 3.6827 3.0634

Atomic partial charges in e from the Mulliken method, atoms 1 to 6: Cr 1.529; C -0.820; C 1.332; C -2.312; C -1.630; N 0.463

# 2
Density functional theory data (ωB97M-V/def2-TZVPD) for a molecular structure, C29H41BFeN8O2S4.

For the HOMO-LUMO gap (spin up / spin down), the calculation gives 8.8 / 7.2 eV. Its net charge is +1. The LUMO energy (spin up / spin down) comes out at -1.63 / -3.58 eV. As for the spin multiplicity: 6. The HOMO energy (spin up / spin down) comes out at -0.3847 / -0.3948 hartree.

Cartesian coordinates (Å):
Fe -1.1531 -0.0572 0.3923
C 0.9695 -5.5725 3.0815
C 0.3152 -4.6369 2.0684
C -0.1265 -5.4603 0.8631
C -0.8542 -3.9225 2.7410
N 1.3290 -3.6073 1.6253
C 2.6140 -3.5035 2.1354
C 3.1904 -2.4417 1.5457
N 2.2731 -1.8909 0.6756
B 2.6706 -0.6123 -0.1155
N 2.6230 0.6186 0.8148
C 3.5457 1.6357 0.6877
C 3.2354 2.5866 1.5862
N 2.1094 2.1537 2.2699
C 1.7472 0.9464 1.7815
S 0.3979 -0.0061 2.2980
C 1.3921 2.9647 3.3246
C -0.0062 3.3085 2.8189
C 1.3566 2.1825 4.6346
C 2.1643 4.2610 3.5553
N 1.8716 -0.4043 -1.4468
C 2.2670 -1.1237 -2.5559
C 1.6751 -0.5825 -3.6348
N 0.9001 0.4806 -3.1913
C 1.0005 0.5411 -1.8404
S 0.1453 1.6287 -0.7818
C 0.3549 1.5602 -4.1076
C 1.1501 2.8334 -3.8369
C -1.1352 1.7830 -3.8917
C 0.5649 1.1372 -5.5605
C 1.1446 -2.6082 0.7364
S -0.3190 -2.2859 -0.1341
H 0.2266 -6.3150 3.3691
H 1.2777 -5.0477 3.9875
H 1.8245 -6.1050 2.6606
H -0.8382 -6.2160 1.1986
H 0.7278 -5.9694 0.4118
H -0.6148 -4.8474 0.1085
H -1.5189 -4.6720 3.1743
H -1.4272 -3.3118 2.0462
H -0.4909 -3.2784 3.5454
H 3.0118 -4.1810 2.8654
H 4.1759 -2.0258 1.6717
H 3.8229 -0.7465 -0.4502
H 4.3461 1.5914 -0.0307
H 3.7249 3.5179 1.7930
H -0.6217 2.4238 2.6762
H 0.0593 3.8542 1.8739
H -0.4960 3.9513 3.5529
H 0.7939 1.2557 4.5425
H 0.8772 2.7986 5.3968
H 2.3703 1.9504 4.9684
H 2.1879 4.8903 2.6633
H 3.1846 4.0773 3.8975
H 1.6494 4.8167 4.3380
H 2.9612 -1.9442 -2.4834
H 1.7577 -0.8571 -4.6680
H 0.9826 3.1991 -2.8241
H 0.8349 3.6095 -4.5363
H 2.2184 2.6548 -3.9780
H -1.3660 2.1091 -2.8791
H -1.6943 0.8729 -4.1155
H -1.4615 2.5575 -4.5880
H 1.6202 1.0473 -5.8219
H 0.1351 1.9117 -6.1945
H 0.0516 0.2004 -5.7876
O -2.5313 -1.1511 1.5523
C -2.8776 -0.0852 2.1200
O -2.3501 1.0009 1.7656
H -3.6250 -0.0969 2.9169
N -1.8697 -2.0917 -2.6967
C -2.7173 -1.1271 -2.2806
N -2.4627 -0.2029 -1.3836
C -3.4954 0.7773 -1.3979
C -3.5087 1.9829 -0.7026
C -4.5919 2.8337 -0.8435
C -5.6616 2.5106 -1.6754
C -5.6495 1.3327 -2.3994
C -4.5555 0.4905 -2.2559
S -4.2432 -0.9952 -3.1002
H -1.0469 -2.2961 -2.1406
H -2.2596 -2.8675 -3.2058
H -2.6944 2.2661 -0.0605
H -4.6025 3.7691 -0.2992
H -6.4978 3.1909 -1.7709
H -6.4652 1.0801 -3.0654

Atomic partial charges in e from the Mulliken method, atoms 1 to 6: Fe 1.360; C -2.189; C 1.233; C -1.457; C -1.456; N 0.440

# 3
Density functional theory data (ωB97M-V/def2-TZVPD) for a molecular structure, C29H41ClGeN2O5S3Si3W.

For the HOMO-LUMO gap (spin up / spin down), the calculation gives 4.7 / 4.9 eV. Its net charge is +1. The LUMO energy (spin up / spin down) comes out at -5.42 / -5.19 eV. As for the spin multiplicity: 2. The HOMO energy (spin up / spin down) comes out at -0.3713 / -0.3713 hartree. The energy above the lowest of the compared OMol25 structures with the same formula, charge and spin comes out at 54.8 kcal/mol.

Cartesian coordinates (Å):
W 0.8188 -0.2096 0.6122
S -1.0598 -0.5027 2.2504
C -1.7872 0.3813 0.9422
N -0.8797 0.7799 0.0336
C -1.3913 1.7867 -0.7882
C -0.8258 2.2637 -1.9685
C -1.4992 3.2431 -2.6721
C -2.7190 3.7486 -2.2129
C -3.2873 3.2757 -1.0455
C -2.6087 2.2895 -0.3398
S -3.1103 1.4680 1.1173
H 0.1060 1.8463 -2.3195
H -1.0857 3.6111 -3.6017
H -3.2439 4.5008 -2.7876
H -4.2395 3.6523 -0.6915
C -0.2598 -3.3337 3.7701
Si 1.1828 -3.0184 2.6063
C 2.1426 -1.5255 3.3000
C 2.3135 -4.5071 2.7557
Ge 0.6973 -2.5895 0.2499
Si -1.4027 -3.3646 -0.7216
C -2.5500 -3.7819 0.6933
C -1.9879 -1.9163 -1.7933
C -1.0675 -4.8149 -1.8516
Si 2.5912 -3.4531 -1.0329
C 2.4075 -5.3182 -1.0965
C 2.4484 -2.6711 -2.7393
C 4.2106 -3.0658 -0.1527
H 0.1100 -3.9369 4.6056
H -1.0655 -3.8944 3.2878
H -0.6944 -2.4220 4.1769
H 2.2625 -1.6529 4.3816
H 1.6318 -0.5717 3.1639
H 3.1398 -1.4427 2.8718
H 2.6760 -4.5826 3.7855
H 3.1740 -4.4663 2.0840
H 1.7480 -5.4178 2.5285
H -2.6520 -2.9329 1.3728
H -2.1426 -4.6260 1.2593
H -3.5478 -4.0674 0.3444
H -1.3044 -1.0848 -1.7309
H -2.9839 -1.5598 -1.5057
H -2.0446 -2.2049 -2.8469
H -0.6958 -5.6790 -1.2922
H -0.3265 -4.5556 -2.6128
H -1.9861 -5.1148 -2.3658
H 1.6812 -5.6412 -1.8467
H 2.0939 -5.7153 -0.1263
H 3.3730 -5.7693 -1.3490
H 1.8930 -3.3235 -3.4193
H 3.4347 -2.4983 -3.1841
H 1.9284 -1.7129 -2.7018
H 4.5700 -3.9508 0.3773
H 4.1158 -2.2532 0.5700
H 4.9832 -2.7821 -0.8761
N 0.8064 1.9279 2.2049
C 2.0489 2.4837 1.7204
C 3.2116 2.3744 2.4620
C 4.4111 2.8039 1.9076
C 4.4165 3.3616 0.6342
C 3.2388 3.5341 -0.0749
C 2.0452 3.0704 0.4649
S 5.9667 4.0086 -0.0607
O 6.0175 5.3398 0.5007
O 6.9888 3.0947 0.4243
O 5.7593 3.9587 -1.5030
H 0.0878 2.6069 1.9933
H 0.8715 1.8447 3.2087
H 3.1850 1.9254 3.4508
H 5.3540 2.6955 2.4316
H 3.2814 4.0064 -1.0509
H 1.1106 3.1948 -0.0729
Cl 7.6714 1.4813 -3.4193
C 6.2558 1.0184 -2.6163
C 6.3380 0.5761 -1.2898
C 5.1933 0.2582 -0.6210
C 3.9432 0.3434 -1.2826
C 3.8824 0.7628 -2.6367
C 5.0268 1.0984 -3.2934
C 2.7739 0.0982 -0.5989
O 1.5367 0.1820 -1.0998
O 2.6846 -0.2461 0.6921
H 7.2949 0.5385 -0.7913
H 5.2285 -0.0354 0.4199
H 2.9206 0.8348 -3.1295
H 4.9977 1.4512 -4.3149

Atomic partial charges in e from the Mulliken method, atoms 1 to 6: W -1.295; S -0.396; C 0.387; N 1.445; C -0.728; C -0.591

# 4
Density functional theory data (ωB97M-V/def2-TZVPD) for a molecular structure, C29H41F5MoP2S.

For the HOMO-LUMO gap (spin up / spin down), the calculation gives 3.6 / 3.1 eV. Its net charge is +2. The LUMO energy (spin up / spin down) comes out at -8.14 / -8.30 eV. As for the spin multiplicity: 3. The HOMO energy (spin up / spin down) comes out at -0.4309 / -0.4177 hartree. The energy above the lowest of the compared OMol25 structures with the same formula, charge and spin comes out at 51.3 kcal/mol.

Cartesian coordinates (Å):
Mo 1.3313 -0.3222 -0.2830
C -0.6166 -0.7253 0.8065
C -0.2887 -1.8689 0.0104
C 1.3454 -1.6153 1.6116
C 0.4194 -0.5524 1.7744
C 0.9564 -2.3991 0.4834
C -1.9156 0.0104 0.8079
H -2.5019 -0.1331 -0.1071
H -1.7919 1.0810 1.0048
H -2.4918 -0.4191 1.6323
C 0.3760 0.4272 2.9020
H -0.1708 1.3494 2.6267
H 1.3693 0.7778 3.2358
H -0.1426 -0.1008 3.7260
C 2.5492 -1.8471 2.4833
H 2.2961 -2.4910 3.3494
H 2.9613 -0.9129 2.9050
H 3.3764 -2.3633 1.9544
C 1.6791 -3.5746 -0.0909
H 1.6908 -4.4515 0.5620
H 2.7211 -3.3131 -0.2901
H 1.2119 -3.8958 -1.0231
C -1.1727 -2.5344 -1.0020
H -1.4318 -3.5798 -0.7381
H -0.6929 -2.5644 -1.9934
H -2.1394 -2.0193 -1.1142
C -1.5914 3.1397 -2.4041
C -2.6502 2.3377 -2.1688
C -2.7144 0.8638 -2.5718
C -2.5138 0.6090 -4.0873
C -1.2199 -0.0291 -4.5795
C 0.0262 0.0215 -3.7618
C 0.2606 1.2503 -2.7911
C -0.3109 2.6564 -3.0346
H -3.6989 0.4383 -2.2878
H -2.6301 1.5296 -4.6899
H -1.9489 0.2733 -2.0060
H -0.4582 2.8117 -4.1119
H -1.5758 4.1575 -2.0457
H -3.5661 2.7852 -1.7134
H 0.4847 3.3601 -2.7151
H -0.0892 0.9278 -1.8004
H 0.1470 -0.9003 -3.0960
H 1.3442 1.3880 -2.5966
H -3.3666 0.0021 -4.4772
H -1.4237 -1.0564 -5.0324
P -0.5445 1.6256 -5.9267
C -0.5082 3.4083 -6.5416
C -1.4522 0.7974 -7.2670
P 1.5038 -0.2802 -4.7917
C 1.1953 1.0875 -5.9868
C 1.1839 -1.7438 -5.8510
C 3.2707 -0.2007 -4.5089
H 0.4226 3.9040 -6.2077
H -1.3575 3.9902 -6.1362
H -0.5715 3.4495 -7.6463
H -1.1631 1.1800 -8.2601
H -2.5438 0.9350 -7.1490
H -1.2469 -0.2822 -7.2008
H 3.7304 0.1829 -5.4320
H 3.6716 -1.2053 -4.3147
H 3.5376 0.5013 -3.7090
H 1.8811 1.9089 -5.7144
H 1.4078 0.7185 -6.9998
H 1.9559 -2.4876 -5.6487
H 1.2888 -1.4275 -6.8906
H 0.2041 -2.2053 -5.7112
F 2.0339 4.5771 5.0686
C 2.3591 3.8957 3.9465
C 1.5274 3.9063 2.8219
F 0.4272 4.7064 2.8616
C 1.8144 3.1254 1.7143
F 1.0296 3.2378 0.6067
C 2.9473 2.2715 1.6907
S 3.3112 1.1766 0.4208
C 3.8340 2.3618 2.7722
F 5.0245 1.7261 2.7130
C 3.5562 3.1500 3.8784
F 4.4282 3.2420 4.8940

Atomic partial charges in e from the Mulliken method, atoms 1 to 6: Mo 0.059; C 1.122; C 0.836; C 0.720; C 0.324; C 0.292

# 5
Density functional theory data (ωB97M-V/def2-TZVPD) for a molecular structure, C29H41F5OP2Tb.

For the HOMO-LUMO gap (spin up / spin down), the calculation gives 5.7 / 5.6 eV. Its net charge is +1. The LUMO energy (spin up / spin down) comes out at -4.28 / -4.42 eV. As for the spin multiplicity: 7. The HOMO energy (spin up / spin down) comes out at -0.3654 / -0.3701 hartree. The energy above the lowest of the compared OMol25 structures with the same formula, charge and spin comes out at 162.9 kcal/mol.

Cartesian coordinates (Å):
Tb 1.0734 -0.2760 0.2252
C -0.4044 -0.7753 2.5239
C -0.3591 -2.0104 1.8029
C 1.7036 -1.7054 2.8334
C 0.8758 -0.6080 3.1595
C 0.9266 -2.6013 2.0497
C -1.6202 -0.0198 2.8984
H -2.5018 -0.4005 2.3650
H -1.5316 1.0608 2.6927
H -1.8382 -0.1232 3.9772
C 1.1815 0.3791 4.2276
H 0.2500 0.6975 4.7359
H 1.6709 1.2836 3.8262
H 1.8430 -0.0529 4.9921
C 3.0057 -2.0446 3.4282
H 2.9813 -1.8558 4.5079
H 3.8121 -1.4469 2.9910
H 3.2490 -3.0998 3.2946
C 1.2404 -4.0393 1.7937
H 0.3060 -4.6344 1.8325
H 1.9023 -4.4572 2.5662
H 1.7198 -4.1904 0.8026
C -1.5049 -2.7737 1.2575
H -1.5756 -3.7313 1.7877
H -1.3836 -3.0063 0.1954
H -2.4468 -2.2523 1.3925
C -5.1945 1.6932 -1.3237
C -5.3849 2.1630 -2.5667
C -4.4563 2.0386 -3.7318
C -2.9737 2.0808 -3.2928
C -2.3443 0.7014 -3.3045
C -2.9086 -0.4490 -2.7978
C -3.9425 -0.5375 -1.7343
C -4.1595 0.7257 -0.8604
H -4.6255 2.8978 -4.3949
H -2.9162 2.5218 -2.2993
H -4.6333 1.1393 -4.3485
H -3.1968 1.2406 -0.7091
H -5.8438 2.0284 -0.5038
H -6.2894 2.7264 -2.7661
H -4.4417 0.4222 0.1665
H -4.8863 -0.9076 -2.1790
H -2.4462 -1.3970 -3.1177
H -3.6704 -1.3393 -1.0082
H -2.3831 2.7402 -3.9427
H -1.6504 0.5737 -4.1751
P -0.5388 0.7185 -1.7114
C -1.0017 2.2485 -0.7070
C 0.4434 1.5595 -3.1034
P 1.8854 -2.2328 -1.0354
C 0.1000 -0.9195 -1.7974
C 1.2843 -3.7303 -1.9888
C 3.2410 -1.6610 -2.1443
H -0.1388 2.6649 -0.1720
H -1.7252 2.0252 0.0932
H -1.4143 3.0476 -1.3385
H 0.0792 2.5919 -3.2845
H 0.3461 0.9920 -4.0560
H 1.5088 1.5727 -2.7984
H 2.8751 -1.0858 -3.0202
H 3.7157 -2.6044 -2.4595
H 3.9710 -1.0722 -1.5676
H -0.3820 -1.6660 -1.0566
H 1.2096 -0.5905 -1.9555
H 1.8233 -4.6119 -1.6056
H 1.3768 -3.6662 -3.0945
H 0.2183 -3.9059 -1.7906
F 4.7111 5.1065 2.7049
C 4.3014 3.8841 2.3232
C 2.9343 3.6125 2.1738
F 2.0125 4.4189 2.7486
C 2.5897 2.4634 1.4924
F 1.2358 2.1324 1.2707
C 3.5244 1.4809 1.0980
O 3.1365 0.3649 0.5221
C 4.8742 1.7144 1.4376
F 5.7822 0.7490 1.1729
C 5.2521 2.9030 2.0409
F 6.5407 3.1166 2.3390

Atomic partial charges in e from the Mulliken method, atoms 1 to 6: Tb 0.473; C 0.490; C 0.787; C 0.437; C 1.056; C 0.130

> Which value of spin multiplicity does entry 1 give?

5